# 1
The following is a DFT calculation (ωB97M-V/def2-TZVPD) of a molecular structure, C35H28Cl3FeN3O6S5 in a non-equilibrium geometry.

```
81
Properties=species:S:1:pos:R:3:forces:R:3
Fe -0.53559 -0.48016 0.10666 1.346 0.386 0.315
S 3.34278 1.25330 2.09713 0.007 -0.063 -0.063
C 2.11923 0.40199 1.39773 0.071 -0.008 0.150
S 0.83873 -0.35867 2.24475 -0.304 0.016 -0.117
S 1.92913 0.13046 -0.29729 -0.138 -0.062 -0.134
C -5.83992 2.75218 -4.48958 -0.026 0.020 0.037
C -4.47977 2.55643 -5.09648 -0.010 -0.020 -0.044
C -4.33136 2.06580 -6.38842 0.021 -0.010 0.031
C -3.07632 1.86077 -6.94115 0.006 0.001 0.046
C -1.93276 2.16536 -6.21373 0.001 0.046 -0.031
N -0.68044 1.95951 -6.84466 0.001 -0.045 -0.060
C 0.58329 1.89620 -6.30187 -0.098 -0.017 0.002
O 1.55580 2.28045 -6.92571 0.018 0.012 -0.011
N 0.71615 1.37972 -5.03230 0.150 0.058 0.029
C -0.04519 0.41471 -4.34850 -0.002 -0.042 0.040
C -0.98951 -0.41892 -4.92866 0.024 -0.057 0.010
C -1.66224 -1.31336 -4.11192 0.011 0.006 -0.039
C -1.38071 -1.35834 -2.75919 -0.019 0.036 -0.003
N -0.44328 -0.58129 -2.20879 -0.317 -0.013 -0.017
C 0.20215 0.27666 -2.98742 0.048 -0.031 -0.007
C -2.06470 2.68118 -4.92789 -0.019 0.010 -0.012
C -3.32428 2.85676 -4.37913 0.017 0.001 0.013
H -6.62648 2.52044 -5.20758 -0.004 0.007 -0.002
H -5.97721 3.78159 -4.15411 0.006 0.013 0.001
H -5.97115 2.10835 -3.61962 -0.009 -0.001 0.028
H -5.21231 1.82496 -6.97179 -0.005 0.004 -0.002
H -2.98005 1.46068 -7.94390 0.003 -0.015 -0.003
H -0.63519 2.19656 -7.82352 -0.015 0.058 0.032
H 1.64637 1.53593 -4.67357 0.008 -0.057 -0.024
H -1.19431 -0.37635 -5.98867 -0.007 0.010 0.001
H -2.41417 -1.97174 -4.52404 -0.014 -0.003 -0.001
H -1.91315 -2.01179 -2.08037 0.015 -0.009 0.008
H 0.96644 0.87907 -2.51163 -0.011 0.054 0.020
H -1.18840 2.94256 -4.35023 0.004 0.000 0.004
H -3.40548 3.24402 -3.36901 -0.007 -0.009 0.007
O -0.58194 1.76238 0.53254 -0.191 -0.122 -0.233
S -0.06622 2.67155 -0.54504 0.106 0.054 0.039
C 1.11807 3.73048 0.26254 0.000 -0.008 0.058
C 0.98828 3.96386 1.62222 -0.011 0.026 -0.025
C 1.92754 4.76351 2.25037 -0.015 0.000 0.003
C 2.97928 5.30608 1.52404 0.008 0.009 0.006
C 3.10654 5.04510 0.16795 0.016 -0.007 -0.007
C 2.17461 4.24030 -0.47010 -0.002 0.026 -0.028
C -1.37488 3.86822 -0.78954 -0.042 -0.006 0.005
C -1.26232 4.77222 -1.83742 0.010 0.053 0.040
C -2.28474 5.67953 -2.05755 -0.003 0.011 -0.005
C -3.40961 5.66580 -1.23940 0.004 0.012 -0.018
C -3.51312 4.74546 -0.20785 -0.001 -0.030 0.004
C -2.49423 3.82842 0.02375 -0.004 -0.020 -0.038
H 0.18204 3.49520 2.17191 0.001 -0.024 0.007
H 1.85204 4.94370 3.31430 0.003 -0.006 0.007
H 3.71976 5.91617 2.02505 0.003 0.005 0.002
H 3.94554 5.44310 -0.38709 0.007 0.002 -0.005
H 2.28184 3.99326 -1.51938 0.006 -0.011 -0.010
H -0.37969 4.77357 -2.46733 0.010 -0.007 -0.016
H -2.21027 6.38974 -2.87071 -0.002 0.004 -0.010
H -4.21304 6.36877 -1.41880 -0.002 0.011 0.005
H -4.39755 4.72168 0.41488 0.002 0.003 0.002
H -2.57249 3.07220 0.79755 0.013 0.040 0.014
Cl -5.74682 -0.89570 0.25559 0.020 -0.023 -0.019
C -4.77533 0.40677 -0.45907 -0.050 -0.011 -0.061
Cl -4.57044 0.08953 -2.19406 0.015 0.019 0.029
Cl -5.63878 1.94733 -0.26755 -0.027 -0.003 -0.040
C -3.40665 0.45670 0.32831 0.013 -0.107 0.019
O -3.45541 0.91184 1.44962 0.020 0.080 0.084
O -2.44177 -0.03196 -0.32758 -0.207 -0.081 -0.085
O 1.35779 -8.75076 -1.22098 -0.002 0.007 0.013
C 1.22100 -8.20791 0.01865 -0.001 -0.012 -0.002
O 1.52762 -8.86247 0.97771 -0.005 -0.002 -0.013
C 0.68034 -6.82398 0.08624 0.005 0.024 0.013
C 0.60039 -5.97165 -1.01530 0.004 -0.025 -0.001
C 0.08422 -4.69669 -0.88846 0.014 0.028 0.018
C -0.37769 -4.23256 0.34739 0.467 0.210 -0.073
S -1.13495 -2.66843 0.50971 -0.924 -0.368 0.162
C -0.27232 -5.08036 1.45577 -0.033 0.003 -0.025
C 0.24805 -6.35201 1.32495 -0.002 -0.024 -0.028
H 0.99250 -8.14694 -1.87718 -0.001 -0.008 0.001
H 0.96844 -6.27038 -1.99212 0.016 0.003 0.001
H 0.03720 -4.03997 -1.74736 0.003 0.001 -0.001
H -0.60904 -4.72133 2.41880 0.000 0.004 0.003
H 0.32843 -7.00718 2.18176 0.011 -0.005 0.007
```
Forces are in eV/Å.

Net charge: -1
Frontier orbital gap (spin up / spin down) (eV): 6.81 / 6.45
Maximum force (eV/Å): 1.4
Electronic energy (eV): -179640.783
Multiplicity: 6

Here are the Mulliken charges for atoms 1 to 4, given in e: -0.050 -0.286 0.305 -0.249

---

# 2
The following is a DFT calculation (ωB97M-V/def2-TZVPD) of a molecular structure, C35H28ClN4NiPSSe.

```
72
Properties=species:S:1:pos:R:3:forces:R:3
Ni 0.04312 -0.01670 0.02696 0.835 0.306 0.361
Cl -2.17482 -1.13016 0.24225 -0.419 -0.096 -0.087
C -3.11315 -0.43701 -1.07497 0.139 -0.076 0.148
C -4.48592 -0.41230 -0.92907 -0.089 -0.022 0.006
C -5.25288 0.12247 -1.95251 -0.016 0.019 0.004
C -4.63747 0.62182 -3.09038 0.075 0.019 -0.015
C -3.25383 0.58793 -3.20730 -0.055 -0.010 -0.076
C -2.45701 0.04829 -2.20025 0.136 0.038 0.077
P -0.61772 0.00399 -2.27644 -0.304 -0.088 -0.345
C -0.26444 1.30681 -3.52057 -0.151 0.063 0.046
C -0.56189 2.63738 -3.21006 -0.010 0.040 -0.072
C -0.32538 3.64540 -4.13204 0.037 -0.058 -0.012
C 0.20754 3.33827 -5.37885 -0.006 0.010 0.020
C 0.49611 2.02042 -5.69790 -0.002 -0.044 0.054
C 0.25841 1.00521 -4.77604 0.098 0.057 -0.001
C -0.26290 -1.50907 -3.21091 0.050 0.007 -0.060
C -1.23216 -2.22534 -3.90404 0.012 -0.054 -0.071
C -0.87368 -3.34515 -4.64406 -0.049 0.057 0.041
C 0.45140 -3.74637 -4.69990 0.063 0.003 0.024
C 1.42523 -3.02895 -4.01547 -0.035 -0.021 0.019
C 1.07007 -1.91686 -3.26882 -0.045 -0.033 0.015
H -4.94438 -0.80144 -0.02864 0.040 0.027 -0.045
H -6.33024 0.15599 -1.85059 0.032 -0.003 -0.014
H -5.23371 1.04751 -3.88781 0.033 -0.018 0.023
H -2.78303 0.98800 -4.09711 0.009 0.001 0.026
H -0.99393 2.88477 -2.24901 0.018 -0.016 0.050
H -0.55435 4.67095 -3.86986 0.000 -0.032 -0.014
H 0.39515 4.12541 -6.09924 -0.005 -0.025 0.023
H 0.90775 1.77293 -6.66875 -0.014 0.001 0.023
H 0.49218 -0.01780 -5.03987 -0.026 0.019 -0.009
H -2.27034 -1.91944 -3.86464 0.012 -0.010 -0.005
H -1.63470 -3.91098 -5.16646 0.002 0.011 0.002
H 0.72668 -4.62961 -5.26335 -0.005 0.026 0.018
H 2.45766 -3.35476 -4.04031 -0.029 0.019 0.003
H 1.82386 -1.38226 -2.70075 -0.012 -0.004 0.005
N 2.78230 -0.19971 1.86772 -0.057 -0.151 -0.089
C 3.00317 0.38977 0.63512 -0.185 0.040 0.273
C 4.33034 0.47688 0.19836 0.076 0.009 0.015
C 4.60250 1.15254 -0.96410 0.085 0.025 -0.044
C 3.56075 1.75953 -1.66268 0.041 -0.010 0.016
C 2.28917 1.59502 -1.17586 -0.063 -0.082 0.118
N 1.99089 0.88582 -0.07073 0.004 -0.103 -0.244
C 1.63540 -0.35808 2.62608 0.196 0.186 -0.164
C 1.78038 -0.90376 3.90737 0.089 -0.017 0.053
C 0.67400 -1.01994 4.70651 -0.055 -0.033 0.091
C -0.55888 -0.56397 4.23936 0.056 -0.015 0.055
C -0.60718 -0.05107 2.96943 0.078 0.076 -0.112
N 0.46017 0.02900 2.15211 -0.351 -0.202 0.006
H 3.59007 -0.65664 2.25318 0.024 -0.006 -0.003
H 5.12030 0.02263 0.78487 -0.040 0.038 -0.032
H 5.62313 1.22800 -1.31773 -0.017 0.002 0.005
H 3.72784 2.34030 -2.55892 0.002 -0.026 0.035
H 1.44952 2.04473 -1.67719 -0.121 0.035 -0.052
H 2.75658 -1.22608 4.24739 -0.028 0.015 -0.001
H 0.76521 -1.45080 5.69541 -0.004 0.011 -0.010
H -1.45323 -0.61025 4.84421 0.034 -0.002 -0.011
H -1.52949 0.33146 2.55483 -0.010 -0.004 -0.018
S 1.11680 -2.24448 0.19488 0.000 -0.116 -0.162
C 0.71006 -3.72685 -0.69500 -0.147 -0.088 0.069
C -0.58390 -4.09207 -1.08152 0.094 -0.026 0.006
C -0.84068 -5.31800 -1.68673 0.005 0.122 0.041
C 0.18295 -6.22496 -1.91588 0.037 0.035 0.013
C 1.47354 -5.88234 -1.53280 0.028 0.102 0.022
C 1.73292 -4.65340 -0.93998 0.005 0.049 0.002
H -1.39999 -3.41304 -0.88875 -0.070 0.023 -0.025
H -1.85622 -5.56867 -1.97450 0.022 0.041 0.018
H -0.02093 -7.18301 -2.37953 0.012 0.039 0.021
H 2.28765 -6.57863 -1.69786 0.011 0.026 0.013
H 2.74212 -4.39222 -0.64331 -0.003 -0.032 -0.016
Se -1.29654 2.18714 0.36656 -0.092 0.062 -0.069
C 0.04271 3.43824 0.39507 0.148 0.010 0.086
N 0.88158 4.23598 0.40926 -0.122 -0.151 -0.068
```
Forces are in eV/Å.

Frontier orbital gap (spin up / spin down) (eV): 7.34 / 7.18
Maximum force (eV/Å): 1.0
Electronic energy (eV): -181748.062
Multiplicity: 3

Here are the Mulliken charges for atoms 1 to 4, given in e: -0.429 -0.151 0.988 -0.619

---

# 3
The following is a DFT calculation (ωB97M-V/def2-TZVPD) of a molecular structure, C35H28CuF5N2O3P2S in a non-equilibrium geometry.

```
77
Properties=species:S:1:pos:R:3:forces:R:3
Cu 0.00295 -1.60931 -1.32471 -0.113 0.348 -0.538
O 1.45355 -1.03541 0.19159 0.000 -0.498 -0.435
P 1.54135 0.17629 1.02159 0.349 0.700 0.929
C 0.05405 0.34129 2.11349 -0.138 -0.071 -0.888
P -1.43435 0.48589 1.03669 -0.225 0.497 0.854
O -1.44585 -0.51981 -0.04351 -0.013 -0.340 -0.327
C -2.87535 0.27299 2.13159 0.374 0.140 -0.271
C -3.97735 1.11699 2.07629 0.109 0.090 -0.057
C -5.10335 0.83499 2.82839 -0.149 0.000 0.072
C -5.13845 -0.29351 3.63139 -0.008 0.030 -0.045
C -4.05245 -1.15401 3.66779 -0.022 -0.081 0.084
C -2.92565 -0.87381 2.91829 0.111 0.044 -0.020
C -1.48215 2.17349 0.38289 -0.129 -0.305 0.307
C -1.69165 3.27649 1.20159 0.017 -0.075 -0.023
C -1.78335 4.53559 0.63899 -0.031 0.113 0.090
C -1.65905 4.69189 -0.73291 -0.085 0.025 -0.062
C -1.44145 3.59279 -1.54771 -0.039 0.093 -0.017
C -1.35225 2.33069 -0.99021 -0.060 -0.142 0.091
C 2.93755 0.03319 2.17629 -0.320 0.166 -0.354
C 2.94865 -1.11531 2.95999 -0.096 -0.072 0.019
C 4.02135 -1.38641 3.78649 0.041 0.000 0.045
C 5.09795 -0.51171 3.82249 0.019 -0.024 -0.016
C 5.09875 0.62189 3.02749 0.129 0.113 0.043
C 4.02105 0.89939 2.20389 -0.149 0.038 -0.022
C 1.71105 1.70569 0.06229 0.121 -0.408 0.294
C 1.65425 2.96559 0.64759 0.007 -0.054 -0.027
C 1.78665 4.09169 -0.14201 0.002 0.131 0.123
C 1.99525 3.96679 -1.50781 0.055 -0.064 -0.032
C 2.07625 2.71139 -2.08671 0.048 0.107 -0.055
C 1.92965 1.57969 -1.30381 0.030 -0.183 0.072
H 0.12475 1.14389 2.84739 0.014 0.051 -0.034
H -0.03025 -0.62391 2.62609 0.081 0.137 0.017
H -3.95165 1.99439 1.44559 -0.060 0.034 -0.029
H -5.95975 1.49219 2.78339 -0.042 0.056 0.005
H -6.01655 -0.50841 4.22079 -0.092 -0.031 0.051
H -4.09115 -2.04711 4.27459 0.025 -0.045 0.034
H -2.08585 -1.55401 2.92459 0.028 -0.128 0.039
H -1.80665 3.13709 2.26779 -0.006 0.082 0.129
H -1.97235 5.39559 1.26369 0.018 0.084 0.074
H -1.75295 5.67559 -1.16841 0.027 0.100 -0.042
H -1.35755 3.71399 -2.61751 0.066 0.016 -0.088
H -1.17745 1.45619 -1.59921 0.039 -0.090 -0.159
H 2.12455 -1.81171 2.89039 -0.038 -0.124 0.028
H 4.02685 -2.28471 4.38569 0.007 -0.057 0.045
H 5.94525 -0.72531 4.45719 0.061 -0.013 0.050
H 5.94545 1.29369 3.03649 0.053 0.016 0.035
H 4.02675 1.77969 1.57839 0.032 0.084 -0.075
H 1.50615 3.06249 1.71449 -0.049 0.063 0.101
H 1.72845 5.07109 0.30889 -0.005 0.096 0.034
H 2.10235 4.85359 -2.11621 0.004 0.051 -0.048
H 2.25775 2.60859 -3.14601 -0.035 -0.020 -0.093
H 1.97595 0.59409 -1.74531 0.068 -0.059 0.018
C -3.08395 -0.99071 -2.47721 0.079 -0.068 0.790
N -2.67675 -0.81681 -3.83821 0.674 0.051 -0.697
C -3.50795 -0.79931 -4.93121 -0.117 0.061 -0.611
C -2.75545 -0.55861 -6.02691 -0.449 -0.015 0.042
N -1.45985 -0.42191 -5.59361 -0.077 -0.128 0.421
C -1.40545 -0.57251 -4.24361 0.019 0.145 -0.023
S -0.01225 -0.35841 -3.34211 0.355 -0.121 0.481
H -4.01605 -1.54631 -2.43811 -0.045 -0.050 -0.092
H -3.21625 -0.02161 -1.99111 0.025 -0.087 0.006
H -2.30655 -1.53571 -1.93051 -0.266 0.093 -0.135
H -4.56285 -0.95191 -4.83631 -0.175 -0.069 -0.007
H -3.03275 -0.46291 -7.05551 -0.067 -0.031 -0.162
H -0.63795 -0.24561 -6.14731 -0.066 -0.032 0.084
F 4.79425 -6.26901 -0.57101 -0.147 0.113 -0.017
C 3.63735 -5.57471 -0.64001 -0.129 0.073 0.021
C 2.47735 -6.06771 -0.05141 0.129 0.043 -0.049
F 2.51655 -7.24451 0.60529 -0.005 0.204 -0.120
C 1.29365 -5.36161 -0.13621 -0.211 0.196 0.012
F 0.18795 -5.87011 0.45609 0.247 -0.005 -0.096
C 1.16525 -4.11541 -0.80991 0.785 -0.571 -0.031
O 0.04505 -3.51691 -0.91351 -0.460 0.078 0.075
C 2.38665 -3.64991 -1.36701 -0.191 0.066 0.028
F 2.38205 -2.45861 -2.02071 0.143 -0.342 -0.029
C 3.57435 -4.35181 -1.29731 0.071 -0.184 0.075
F 4.68375 -3.85971 -1.88321 -0.155 -0.041 0.109
```
Forces are in eV/Å.

Frontier orbital gap (eV): 6.54
Maximum force (eV/Å): 1.2
Electronic energy (eV): -133514.615

Here are the Mulliken charges for atoms 1 to 4, given in e: 0.988 0.287 -0.069 -0.777

---

For the records above, the corresponding molar mass values read 909.16, 740.78, 777.17 g mol⁻¹.